C18H14N3O2RuSe4Te | wB97M-V/def2-TZVPD

Structure (XYZ):
```
43
Properties=species:S:1:pos:R:3:mulliken_spin:R:1
Ru -0.643 0.454 1.440 0.30
Se -0.489 1.721 3.433 0.20
Se 0.343 0.813 5.388 0.09
Te 0.154 -1.641 4.963 0.14
Se -0.638 -1.646 2.628 0.28
O -1.396 -6.585 -2.202 0.00
C -1.806 -5.501 -2.890 0.00
O -2.247 -5.626 -3.997 0.00
C -1.689 -4.165 -2.215 0.00
C -2.246 -3.074 -2.874 0.00
C -2.180 -1.808 -2.331 0.00
C -1.539 -1.592 -1.106 -0.01
C -0.985 -2.680 -0.454 -0.01
C -1.058 -3.951 -0.998 0.00
N -1.431 -0.285 -0.507 0.01
C -1.577 0.704 -1.313 -0.03
C -1.468 2.072 -0.864 -0.01
C -1.729 3.119 -1.738 0.00
C -1.605 4.418 -1.285 0.00
C -1.225 4.611 0.033 0.00
C -0.984 3.516 0.842 0.00
N -1.106 2.255 0.418 0.00
H -1.091 -6.345 -1.321 0.00
H -2.741 -3.242 -3.820 0.00
H -2.666 -1.007 -2.869 0.00
H -0.448 -2.534 0.465 0.02
H -0.588 -4.753 -0.440 0.00
H -1.755 0.563 -2.372 0.00
H -2.019 2.899 -2.757 0.00
H -1.792 5.256 -1.941 0.00
H -1.100 5.603 0.444 0.00
H -0.675 3.659 1.868 0.00
Se 1.423 0.354 0.191 0.01
C 2.925 0.989 1.161 -0.01
C 4.045 1.384 0.436 0.00
C 5.164 1.814 1.130 0.00
N 5.238 1.888 2.457 0.00
C 4.159 1.505 3.137 0.00
C 2.991 1.047 2.547 0.01
H 4.045 1.354 -0.646 0.00
H 6.049 2.129 0.586 0.00
H 4.231 1.564 4.218 0.00
H 2.149 0.741 3.155 0.00
```

Output
- Electronic energy: -298720.38063 eV
- Maximum force: 1.164 eV Å⁻¹
- Frontier orbital gap (spin up / spin down): 0.200 / 0.182 Eh
- Energy relative to the best compared isomer or geometry (same formula, charge and spin): 100.05 kJ/mol
- Multiplicity: 2
- Total charge: 0
- Lowest unoccupied orbital energy (spin up / spin down): -1.7 / -2.0 eV

---

C20H50F12KO10P2 | wB97M-V/def2-TZVPD

Structure (XYZ):
```
95
Properties=species:S:1:pos:R:3:lowdin_charge:R:1
K 3.476 2.114 1.268 0.88
P 0.041 0.628 1.263 0.17
F -0.607 -0.756 0.748 -0.15
F 1.259 0.548 0.215 -0.21
F -0.829 1.372 0.078 -0.16
F 0.644 2.039 1.702 -0.17
F -1.131 0.872 2.345 -0.13
F 0.980 -0.210 2.320 -0.18
P 1.822 5.816 1.901 0.15
F 3.132 5.366 2.753 -0.19
F 0.936 4.976 2.998 -0.18
F 1.610 7.139 2.789 -0.16
F 0.470 6.149 1.055 -0.17
F 2.650 6.703 0.835 -0.17
F 2.054 4.500 0.987 -0.23
C -3.604 -0.669 3.967 -0.11
O -2.978 -0.597 5.252 -0.16
C -3.236 -1.802 5.964 -0.23
C -2.616 -3.084 5.385 -0.23
O -1.261 -2.852 5.173 -0.17
C -0.347 -3.276 6.151 -0.10
H -3.577 0.365 3.619 0.08
H -4.597 -1.101 3.837 0.09
H -2.885 -1.148 3.296 0.09
H -4.337 -1.825 6.018 0.11
H -3.016 -1.725 7.035 0.12
H -3.202 -3.331 4.496 0.11
H -2.918 -3.871 6.088 0.12
H -0.667 -4.216 6.621 0.08
H -0.359 -2.565 6.987 0.09
H 0.637 -3.383 5.706 0.09
C 5.394 -1.180 1.647 -0.09
O 5.452 -0.031 0.816 -0.23
C 5.496 -0.402 -0.555 -0.21
C 5.468 0.789 -1.505 -0.21
O 4.313 1.599 -1.490 -0.22
C 3.176 0.902 -2.017 -0.08
H 6.334 -1.735 1.663 0.09
H 4.517 -1.810 1.487 0.09
H 5.271 -0.770 2.653 0.09
H 4.633 -1.026 -0.807 0.12
H 6.454 -0.907 -0.720 0.13
H 5.509 0.289 -2.484 0.12
H 6.375 1.376 -1.358 0.13
H 2.932 0.045 -1.389 0.07
H 3.411 0.567 -3.032 0.09
H 2.347 1.603 -2.014 0.10
C -0.654 4.939 -2.169 -0.09
O -1.773 4.869 -1.302 -0.16
C -2.885 4.237 -1.864 -0.22
C -3.145 2.760 -1.542 -0.22
O -3.338 2.535 -0.169 -0.17
C -3.976 1.290 0.069 -0.10
H 0.157 5.396 -1.607 0.08
H -0.945 5.480 -3.078 0.08
H -0.359 3.928 -2.478 0.08
H -2.830 4.235 -2.965 0.11
H -3.760 4.854 -1.640 0.12
H -2.344 2.117 -1.924 0.10
H -4.033 2.463 -2.121 0.11
H -4.893 1.217 -0.527 0.08
H -4.184 1.245 1.135 0.08
H -3.274 0.499 -0.211 0.08
C -4.340 -0.263 -3.949 -0.10
O -3.059 0.011 -3.411 -0.21
C -1.967 0.040 -4.322 -0.21
C -0.702 0.042 -3.538 -0.18
O 0.397 0.444 -4.377 -0.19
C 0.586 -0.400 -5.513 -0.11
H -4.983 -0.714 -3.202 0.09
H -4.233 -0.811 -4.889 0.08
H -4.781 0.693 -4.253 0.08
H -2.078 0.925 -4.956 0.14
H -2.026 -0.911 -4.869 0.12
H -0.541 -0.927 -3.056 0.11
H -0.671 0.783 -2.737 0.12
H -0.139 -0.315 -6.324 0.08
H 0.652 -1.428 -5.157 0.07
H 1.546 -0.076 -5.914 0.09
C 1.607 -3.140 -2.990 -0.15
O 1.669 -3.547 -1.667 -0.18
C 0.867 -2.812 -0.757 -0.19
C 0.918 -3.555 0.564 -0.21
O 0.606 -4.922 0.383 -0.16
C 0.170 -5.502 1.588 -0.12
H 0.617 -3.094 -3.449 0.08
H 2.203 -3.838 -3.585 0.09
H 2.122 -2.192 -3.204 0.08
H -0.148 -2.698 -1.157 0.12
H 1.276 -1.796 -0.719 0.11
H 0.168 -3.140 1.247 0.11
H 1.846 -3.304 1.094 0.13
H 0.403 -6.569 1.603 0.08
H -0.925 -5.500 1.667 0.09
H 0.551 -5.033 2.496 0.08
```

Output
- Electronic energy: -109547.86203 eV
- Maximum force: 2.524 eV Å⁻¹
- Frontier orbital gap: 0.303 Eh
- Total charge: -1
- Lowest unoccupied orbital energy: 1.8 eV

---

C24H56BF5N8O8Y | wB97M-V/def2-TZVPD

Structure (XYZ):
```
103
Properties=species:S:1:pos:R:3:lowdin_charge:R:1
Y 2.727 1.927 20.159 1.64
B 2.775 0.257 23.657 -1.17
F 2.889 -1.082 23.569 0.19
F 2.370 0.777 22.247 -0.08
F 1.704 0.671 24.489 0.10
F 3.881 1.029 23.924 0.15
F 3.523 1.918 18.194 -0.46
C 6.471 0.609 19.186 0.03
C 5.574 -0.023 20.264 -0.45
O 4.497 0.504 20.630 -0.08
N 5.933 -1.220 20.741 0.04
C 5.187 -1.950 21.769 -0.03
H 7.036 1.446 19.605 0.10
H 5.805 0.825 18.413 0.02
H 7.159 -0.154 18.779 0.09
H 6.934 -1.409 20.653 0.15
H 5.629 -2.821 22.282 0.10
H 4.249 -2.390 21.358 0.10
H 4.930 -1.233 22.525 0.06
C 0.363 -1.947 20.576 0.03
C 1.458 -1.445 19.685 -0.48
O 1.890 -0.296 19.789 -0.07
N 2.061 -2.356 18.862 0.05
C 3.128 -1.886 17.894 -0.03
H 0.706 -1.707 21.588 0.10
H 0.197 -3.014 20.630 0.08
H -0.556 -1.408 20.460 0.08
H 1.594 -3.221 18.637 0.13
H 3.989 -2.566 17.982 0.08
H 3.458 -0.810 18.085 0.09
H 2.786 -2.047 16.859 0.07
C 5.380 0.063 13.915 -0.01
C 4.677 0.557 15.127 -0.53
O 3.513 0.171 15.264 -0.01
N 5.291 1.414 15.955 0.02
C 6.562 2.025 15.937 -0.07
H 4.852 -0.828 13.498 0.10
H 6.437 -0.113 14.090 0.07
H 5.309 0.819 13.097 0.11
H 4.605 1.614 16.681 0.09
H 7.113 1.612 16.755 0.05
H 6.528 3.124 16.152 0.11
H 7.134 1.803 15.021 0.10
C -1.075 1.946 16.900 0.02
C 0.355 1.546 17.343 -0.50
O 0.758 1.971 18.426 -0.06
N 1.045 0.701 16.568 0.04
C 0.658 0.269 15.211 -0.08
H -1.717 1.116 17.018 0.07
H -1.027 2.218 15.847 0.08
H -1.361 2.749 17.560 0.07
H 2.091 0.590 16.686 0.11
H 1.071 -0.762 15.015 0.09
H 1.100 0.940 14.436 0.09
H -0.442 0.287 15.110 0.08
C 2.200 3.855 24.173 0.03
C 2.375 4.382 22.820 -0.51
O 2.794 3.700 21.891 -0.04
N 1.914 5.627 22.596 0.06
C 1.903 6.329 21.299 -0.02
H 2.734 4.390 24.985 0.12
H 2.623 2.897 24.155 0.04
H 1.139 3.744 24.346 0.10
H 2.047 6.183 23.359 0.10
H 2.806 6.906 21.125 0.08
H 1.142 7.033 21.369 0.06
H 1.845 5.635 20.435 0.06
C 5.551 5.123 19.265 0.03
C 5.372 4.306 20.490 -0.50
O 4.829 3.236 20.413 -0.05
N 5.937 4.710 21.711 0.04
C 5.845 3.852 22.880 -0.06
H 5.228 6.166 19.257 0.09
H 4.970 4.609 18.541 0.06
H 6.608 5.009 19.031 0.10
H 6.556 5.496 21.809 0.13
H 6.855 3.794 23.317 0.10
H 5.389 2.877 22.704 0.08
H 5.183 4.298 23.583 0.06
C -1.624 2.092 20.711 0.03
C -0.415 1.940 21.550 -0.48
O 0.656 2.337 21.059 -0.10
N -0.592 1.544 22.808 0.05
C -1.650 0.774 23.467 -0.03
H -1.810 1.112 20.317 0.09
H -1.453 2.747 19.888 0.07
H -2.469 2.418 21.312 0.09
H 0.285 1.422 23.344 0.12
H -1.421 -0.262 23.241 0.09
H -2.663 1.096 23.098 0.10
H -1.511 0.934 24.501 0.08
C 0.604 5.423 18.073 0.03
C 1.794 4.516 18.097 -0.53
O 2.275 4.060 19.136 -0.09
N 2.324 4.221 16.917 0.05
C 1.883 4.670 15.572 -0.04
H 1.026 6.405 17.814 0.11
H 0.098 5.491 18.981 0.06
H -0.102 5.107 17.268 0.10
H 2.850 3.380 16.988 0.09
H 2.736 4.318 14.936 0.10
H 1.978 5.765 15.415 0.10
H 0.943 4.265 15.317 0.06
```

Output
- Electronic energy: -69416.40770 eV
- Maximum force: 3.252 eV Å⁻¹
- Frontier orbital gap: 0.327 Eh
- Total charge: +1
- Lowest unoccupied orbital energy: -2.7 eV

---

C19H28B4Br48O5Si | wB97M-V/def2-TZVPD

Structure (XYZ):
```
105
Properties=species:S:1:pos:R:3:lowdin_charge:R:1
C 1.827 3.145 -2.623 -0.13
Si 2.390 2.730 -0.844 0.65
C 1.752 4.096 0.297 -0.23
C 1.582 1.090 -0.318 -0.23
B 4.348 2.528 -0.873 -0.52
O 5.297 3.507 -0.612 0.21
B 6.457 3.160 -1.311 -0.29
O 6.263 2.620 -2.588 0.25
B 5.455 1.491 -2.504 -0.40
B 5.176 0.524 -3.843 -0.42
O 6.055 -0.529 -4.117 0.13
O 4.123 0.735 -4.728 0.14
O 4.881 1.266 -1.243 0.21
H 2.250 2.450 -3.331 0.02
H 2.184 4.123 -2.869 0.01
H 0.756 3.077 -2.683 0.02
H 0.686 4.170 0.134 0.04
H 1.916 3.922 1.336 -0.02
H 2.198 5.020 0.015 -0.06
H 0.517 1.159 -0.447 -0.05
H 1.906 0.283 -0.957 -0.01
H 1.799 0.823 0.703 0.01
H 7.539 3.274 -0.857 0.12
H 5.803 -1.256 -3.586 0.07
H 3.312 0.563 -4.297 0.06
C -1.948 -0.312 -0.718 -1.56
Br -0.514 -1.336 -1.513 0.52
Br -1.656 -0.016 1.170 0.58
Br -2.271 1.348 -1.660 0.56
H -2.844 -0.905 -0.813 -0.03
C 0.725 -5.210 -2.760 -1.63
Br 1.589 -3.495 -2.961 0.52
Br -0.934 -5.282 -3.741 0.59
Br 1.909 -6.658 -3.234 0.57
H 0.484 -5.323 -1.717 -0.12
C -5.515 3.514 -3.926 -1.62
Br -5.872 3.567 -2.031 0.53
Br -3.646 3.822 -4.305 0.55
Br -6.142 1.870 -4.721 0.57
H -6.069 4.319 -4.380 -0.03
C 2.501 8.443 -2.915 -1.63
Br 3.504 10.068 -3.193 0.57
Br 1.813 7.733 -4.573 0.57
Br 3.531 7.125 -1.954 0.57
H 1.652 8.694 -2.300 -0.04
C -6.875 1.555 1.599 -1.59
Br -6.746 0.938 3.425 0.58
Br -7.293 3.439 1.519 0.55
Br -5.301 1.105 0.576 0.55
H -7.702 1.031 1.146 -0.04
C 6.287 -3.530 -6.017 -1.63
Br 5.272 -5.068 -5.432 0.57
Br 7.966 -3.385 -5.083 0.60
Br 6.531 -3.520 -7.929 0.58
H 5.710 -2.652 -5.765 -0.06
C 8.236 -7.509 -3.696 -1.64
Br 7.812 -7.609 -1.815 0.56
Br 10.124 -7.234 -3.989 0.56
Br 7.580 -9.048 -4.658 0.56
H 7.724 -6.645 -4.092 -0.09
C -6.561 4.350 6.429 -1.61
Br -5.581 4.672 4.798 0.54
Br -8.392 4.944 6.290 0.57
Br -6.455 2.503 6.982 0.56
H -6.092 4.939 7.199 -0.03
C 2.672 7.442 2.687 -1.59
Br 3.673 5.838 2.296 0.65
Br 1.565 7.992 1.205 0.56
Br 1.667 7.242 4.325 0.57
H 3.377 8.242 2.845 -0.03
C 0.959 -3.915 1.397 -1.55
Br 1.910 -2.249 1.175 0.60
Br -0.709 -3.957 0.419 0.56
Br 2.066 -5.428 0.945 0.58
H 0.713 -4.000 2.444 -0.04
C 1.868 -8.891 3.628 -1.62
Br 3.795 -8.808 3.690 0.57
Br 1.064 -7.257 4.267 0.53
Br 1.227 -9.354 1.867 0.55
H 1.561 -9.678 4.297 -0.03
C 2.113 -2.208 -6.906 -1.64
Br 1.610 -3.652 -8.083 0.57
Br 3.233 -0.906 -7.778 0.60
Br 0.568 -1.378 -6.098 0.55
H 2.701 -2.639 -6.110 -0.06
C -2.863 9.557 3.195 -1.64
Br -3.349 10.729 1.740 0.56
Br -2.859 10.484 4.888 0.56
Br -3.979 7.983 3.247 0.55
H -1.854 9.226 3.012 -0.05
C -3.226 -7.281 4.443 -1.61
Br -2.942 -8.833 3.333 0.57
Br -2.570 -7.558 6.236 0.55
Br -2.477 -5.690 3.648 0.55
H -4.291 -7.130 4.516 -0.04
C -5.142 -8.487 9.054 -1.65
Br -4.162 -10.149 8.992 0.56
Br -6.230 -8.245 7.479 0.55
Br -6.184 -8.331 10.670 0.57
H -4.416 -7.690 9.064 -0.05
C -10.698 1.937 3.388 -1.64
Br -11.013 3.830 3.194 0.55
Br -11.525 1.235 4.983 0.57
Br -11.232 0.959 1.811 0.57
H -9.632 1.804 3.498 -0.09
```

Output
- Electronic energy: -3403020.54657 eV
- Maximum force: 1.857 eV Å⁻¹
- Frontier orbital gap: 0.352 Eh
- Total charge: 0
- Lowest unoccupied orbital energy: -0.4 eV

---

- Number 2 is which compound?
  C20H50F12KO10P2

---

- What is the electronic energy in the first record?
  -298720.38063 eV